[1]
Here is a 2-piece molecular cluster, C7H10O overall at a distorted geometry from the OMol25 dataset. Energies are from ωB97M-V with the def2-TZVPD basis set.

ORCA input file:
```
! RIJCOSX wB97M-V def2-TZVPD def2/J DEFGRID3
* xyz 0 1
C 0.38997 -1.45387 -1.85016
C 0.64849 -0.63784 -0.74508
C 1.33098 -1.90926 -0.91089
C 0.88879 0.95507 1.21011
C -1.50272 -0.87056 1.18696
C -0.50247 1.67497 -0.87648
C 0.15893 0.53160 -0.05351
O 2.00181 -2.72099 -0.30206
H -0.33591 -1.85781 -2.50539
H 0.36899 1.59785 1.90790
H 1.42412 -0.01756 1.44267
H 1.77987 1.63415 0.89407
H -1.30728 -1.78574 0.71334
H -2.54735 -0.36413 1.11645
H -1.01727 -0.66553 2.07681
H -1.01614 2.44450 -0.29112
H -1.20427 1.36243 -1.62862
H 0.44145 2.08273 -1.38498
*
```

The relative energy (zero: lowest compared OMol25 entry of this formula, charge and spin) comes out at 6.0376 eV. The HOMO-LUMO gap (spin up / spin down) comes out at 7.962 / 7.841 eV. The strongest force on any atom comes out at 3.9 eV/Å. As for the molar mass: 110.156 Da. For the total energy, the calculation gives -347.741307 Ha.


[2]
Here is C32H23BF4NO7PSSn as an isolated structure from the OMol25 dataset. Energies are from ωB97M-V with the def2-TZVPD basis set.

ORCA input file:
```
! RIJCOSX wB97M-V def2-TZVPD def2/J DEFGRID3
* xyz -2 1
Sn -0.71155 -1.04587 -0.35072
O 1.48226 -0.46072 0.55295
S 2.41336 0.16199 -0.42978
O 3.76441 -0.33682 -0.33814
O 1.84193 0.19329 -1.76777
C 2.54118 1.89163 0.07181
C 3.76578 2.30463 0.58849
C 3.96580 3.62930 0.94503
C 2.95041 4.55673 0.75659
C 1.73063 4.14078 0.24724
C 1.49331 2.80539 -0.07135
P -0.17374 2.23318 -0.61810
C -0.31995 3.19473 -2.17683
C -0.92904 4.44315 -2.28236
C -1.01219 5.08788 -3.50970
C -0.48456 4.49127 -4.64659
C 0.12755 3.24821 -4.54871
C 0.20425 2.59886 -3.32503
C -1.32637 3.09936 0.49933
C -1.00579 3.58092 1.76626
C -2.00255 4.04750 2.61542
C -3.33101 4.01904 2.21843
C -3.66520 3.49632 0.97464
C -2.67440 3.02983 0.12747
H 4.55374 1.57055 0.67931
H 4.91827 3.93949 1.35892
H 3.10388 5.59874 1.01260
H 0.93685 4.86476 0.09967
H -1.35037 4.91275 -1.40173
H -1.49575 6.05566 -3.57730
H -0.55979 4.98787 -5.60691
H 0.53429 2.77179 -5.43260
H 0.67538 1.62559 -3.24470
H 0.02216 3.57865 2.10469
H -1.73665 4.41338 3.60020
H -4.10632 4.37917 2.88431
H -4.70217 3.41337 0.67464
H -2.94980 2.56921 -0.81635
F -3.16951 0.39680 -2.04096
B -4.10039 -0.57525 -1.62079
F -3.40025 -1.70313 -1.08067
F -4.87432 -1.00231 -2.71188
F -4.92290 -0.02558 -0.62175
O 0.13580 -1.15649 3.54336
C -0.47984 -1.63272 2.60619
O -1.15498 -0.97422 1.71871
C -0.61343 -3.14522 2.51566
C -0.84804 -3.79819 3.72957
C -1.10863 -5.15055 3.78649
C -1.10707 -5.84878 2.59029
C -0.84953 -5.23718 1.38417
C -0.59006 -3.86264 1.31520
N -1.38258 -7.30051 2.61536
O -1.68836 -7.80380 3.68377
O -1.23371 -7.93448 1.58882
H -0.82613 -3.20330 4.63269
H -1.31116 -5.65974 4.71664
H -0.83497 -5.82920 0.47943
H -0.98413 -3.68131 -0.76102
C -0.27685 -3.27961 -0.02992
C 1.11335 -3.49631 -0.49996
C 1.39402 -3.52440 -1.87275
C 2.68395 -3.70362 -2.34511
C 3.74328 -3.86693 -1.46291
C 3.48429 -3.83015 -0.09962
C 2.19564 -3.65024 0.37525
H 0.57758 -3.38703 -2.57473
H 2.86240 -3.71314 -3.41434
H 4.75500 -3.98624 -1.82974
H 4.29995 -3.92868 0.60727
H 2.02334 -3.59735 1.44396
*
```

The relative energy (zero: lowest compared OMol25 entry of this formula, charge and spin) comes out at 0.3416 eV. The HOMO-LUMO gap comes out at 5.816 eV. The strongest force on any atom comes out at 0.6 eV/Å. As for the molar mass: 802.092 Da. For the total energy, the calculation gives -3193.156018 Ha.


[3]
Here is a 10-piece molecular cluster, C69H58O40S overall at a distorted geometry from the OMol25 dataset. Energies are from ωB97M-V with the def2-TZVPD basis set.

ORCA input file:
```
! RIJCOSX wB97M-V def2-TZVPD def2/J DEFGRID3
* xyz 0 1
C -6.87800 -10.25807 -5.30532
C -5.69469 -9.09157 -5.17854
C -4.29990 -9.80108 -4.62420
C -3.68514 -8.75395 -3.49982
C -2.71233 -9.51443 -2.37529
C -3.00196 -7.40768 -4.13951
C -1.68771 -7.36521 -4.87354
S -0.66605 -8.91456 -5.15041
C -1.15494 -5.86908 -5.39827
O -0.56396 -5.68019 -6.59623
C -1.45978 -4.62587 -4.32163
C -0.35880 -3.43218 -4.00395
C 0.02736 -3.60985 -2.38895
O -0.00530 -5.06479 -2.02463
C -0.55757 -5.24184 -0.66869
C -0.37384 -6.78193 -0.07041
C -2.79855 -4.66244 -3.60662
O -3.23517 -3.66435 -2.61688
C -3.80248 -5.94816 -3.97639
O -5.11719 -5.78946 -4.16131
H -6.88606 -10.95969 -4.34157
H -6.59909 -10.94191 -6.22524
H -7.96506 -9.79608 -5.37971
H -5.47703 -8.56035 -6.20753
H -6.11631 -8.26838 -4.45761
H -4.64260 -10.75952 -4.01099
H -3.53631 -10.03706 -5.47944
H -4.62793 -8.38160 -2.86925
H -3.20933 -9.59859 -1.31927
H -1.71075 -8.88360 -2.22993
H -2.36342 -10.58402 -2.72965
H 0.68248 -8.45842 -4.99467
H -0.77834 -2.35305 -4.19841
H 0.64967 -3.54257 -4.58714
H 1.08050 -3.17665 -2.11747
H -0.80466 -3.06591 -1.74977
H -0.03733 -4.53233 0.13717
H -1.70575 -5.00932 -0.61318
H -1.27425 -7.08326 0.65057
H -0.39354 -7.50377 -0.99712
H 0.65507 -6.90989 0.51634
H -4.24529 -3.80047 -2.54448
O -1.19420 -0.20370 -3.89072
C -0.75973 0.85109 -4.33981
C -0.65052 1.10336 -5.78516
C -0.15741 2.25643 -6.24114
O -0.05449 2.50118 -7.59823
C 0.30125 3.32347 -5.30990
O 0.76709 4.36537 -5.75888
C 0.16980 3.08122 -3.86494
C -0.32652 1.92957 -3.40877
O -0.45555 1.69572 -2.05202
H -0.98552 0.31822 -6.45079
H 0.33201 3.40097 -7.67243
H 0.49057 3.87275 -3.19942
H -0.83639 0.79364 -1.97786
O 6.98008 -2.64362 -1.01582
C 6.03980 -1.96672 -1.41668
C 4.75196 -1.91346 -0.70729
C 3.74266 -1.17944 -1.17971
O 2.53053 -1.12272 -0.51660
C 3.87987 -0.39403 -2.43686
O 2.92842 0.25655 -2.85597
C 5.17506 -0.42788 -3.13343
C 6.18563 -1.15910 -2.65930
O 7.40679 -1.19378 -3.30713
H 4.66527 -2.49101 0.20411
H 1.96525 -0.52843 -1.05677
H 5.26658 0.16209 -4.03669
H 7.96999 -1.79279 -2.77022
O 5.94133 -0.08691 0.80064
C 6.78865 0.54508 1.42164
C 6.74174 2.01045 1.54447
C 7.68944 2.66969 2.21373
O 7.65002 4.04659 2.33539
C 8.82511 1.95169 2.85472
O 9.69093 2.58666 3.44745
C 8.85934 0.48462 2.75266
C 7.90985 -0.17511 2.08637
O 7.93392 -1.55422 1.98840
H 5.91183 2.51990 1.07177
H 8.44438 4.28482 2.86146
H 9.68114 -0.02606 3.23864
H 7.14291 -1.79185 1.45726
O -7.30439 2.15310 -0.63649
C -6.29282 2.10375 -1.32736
C -5.60849 0.83655 -1.62820
C -4.49939 0.81948 -2.36999
O -3.85271 -0.36820 -2.65884
C -3.91425 2.07509 -2.91513
O -2.88355 2.02947 -3.57825
C -4.61161 3.33959 -2.63474
C -5.72267 3.35650 -1.89585
O -6.38511 4.54089 -1.63028
H -6.04345 -0.06840 -1.22371
H -3.07807 -0.11665 -3.20762
H -4.18504 4.24294 -3.05228
H -7.15626 4.28997 -1.07653
O 9.36885 5.57339 4.08219
C 9.80861 6.49431 4.76155
C 9.07107 7.75345 4.94911
C 9.58577 8.74304 5.68152
O 8.89679 9.92801 5.86414
C 10.91943 8.61228 6.32990
O 11.37436 9.54618 6.98184
C 11.64641 7.34446 6.16255
C 11.13033 6.35342 5.43302
O 11.80660 5.15789 5.27338
H 8.10375 7.83586 4.47032
H 9.47766 10.48311 6.42891
H 12.60703 7.25638 6.65425
H 11.22844 4.60519 4.70370
O -2.17920 -3.47031 5.98176
C -1.22386 -3.23369 5.25077
C -1.36656 -3.09177 3.79334
C -0.30326 -2.85067 3.02397
O -0.43061 -2.71345 1.65388
C 1.06000 -2.72033 3.60764
O 2.02068 -2.51699 2.87286
C 1.19955 -2.83816 5.06727
C 0.13585 -3.07582 5.83719
O 0.25883 -3.18522 7.21016
H -2.36294 -3.19107 3.38212
H 0.47867 -2.54565 1.32290
H 2.19393 -2.72346 5.48004
H -0.64948 -3.35900 7.54039
O -7.04587 7.07603 -1.59078
C -6.60610 7.99695 -0.91142
C -7.34365 9.25609 -0.72387
C -6.82895 10.24568 0.00855
O -7.51792 11.43065 0.19117
C -5.49529 10.11492 0.65692
O -5.04036 11.04882 1.30887
C -4.76831 8.84710 0.48958
C -5.28439 7.85606 -0.23996
O -4.60812 6.66053 -0.39959
H -8.31097 9.33850 -1.20266
H -6.93706 11.98575 0.75594
H -3.80768 8.75902 0.98127
H -5.18627 6.10783 -0.96928
O -4.35001 10.18187 -2.00957
C -3.27973 10.09006 -2.60040
C -2.67804 8.79054 -2.93779
C -1.50306 8.72548 -3.56694
O -0.93317 7.50754 -3.88948
C -0.75950 9.95821 -3.94595
O 0.32716 9.86625 -4.50709
C -1.37219 11.25778 -3.63034
C -2.54883 11.32307 -3.00427
O -3.13219 12.54095 -2.70663
H -3.22826 7.90246 -2.65442
H -0.08689 7.72597 -4.33737
H -0.82906 12.14601 -3.92761
H -3.97548 12.32244 -2.25342
O -2.89682 -9.23473 11.13028
C -2.46235 -8.17995 10.68119
C -2.35313 -7.92768 9.23584
C -1.86002 -6.77460 8.77986
O -1.75711 -6.52985 7.42277
C -1.40136 -5.70757 9.71109
O -0.93552 -4.66566 9.26211
C -1.53282 -5.94981 11.15606
C -2.02913 -7.10146 11.61222
O -2.15817 -7.33532 12.96898
H -2.68814 -8.71282 8.57021
H -1.37061 -5.63007 7.34857
H -1.21205 -5.15828 11.82158
H -2.53901 -8.23739 13.04314
*
```

The HOMO-LUMO gap comes out at 6.784 eV. The strongest force on any atom comes out at 8.7 eV/Å. As for the structure (SMILES): CCC[C@@H](C)C1=C(S)C(=O)C(CCOCC)=C(O)C1=O.O=C1C=C(O)C(=O)C=C1O.O=C1C=C(O)C(=O)C=C1O.O=C1C=C(O)C(=O)C=C1O.O=C1C=C(O)C(=O)C=C1O.O=C1C=C(O)C(=O)C=C1O.O=C1C=C(O)C(=O)C=C1O.O=C1C=C(O)C(=O)C=C1O.O=C1C=C(O)C(=O)C=C1O.O=C1C=C(O)C(=O)C=C1O. As for the molar mass: 1559.250 Da. For the total energy, the calculation gives -6071.429328 Ha.


[4]
Here is one molecule with the formula C4H8N2O2 at a distorted geometry from the OMol25 dataset. Energies are from ωB97M-V with the def2-TZVPD basis set.

ORCA input file:
```
! RIJCOSX wB97M-V def2-TZVPD def2/J DEFGRID3
* xyz 0 1
H -1.04595 1.04707 -2.19345
N 0.00239 0.82838 -2.00415
C 0.12213 0.68484 -0.73874
C 1.51940 0.64373 -0.22954
O 2.14115 -0.51508 -0.72553
N -0.95131 0.47268 0.17845
O -2.16159 0.97639 -0.28230
C -1.00099 -0.49044 1.15903
C -0.02016 -1.29673 1.52449
H 1.37586 0.54065 0.81729
H 2.05793 1.52935 -0.44429
H 1.85634 -0.64576 -1.62136
H -2.63643 0.26933 -0.75454
H -1.96058 -0.65194 1.70296
H 1.02580 -1.37250 1.25955
H -0.32400 -2.01996 2.35211
*
```

The relative energy (zero: lowest compared OMol25 entry of this formula, charge and spin) comes out at 4.7095 eV. The HOMO-LUMO gap comes out at 9.298 eV. The strongest force on any atom comes out at 3.2 eV/Å. As for the structure (SMILES): [H]/N=C(/CO)N(O)C=C. As for the molar mass: 116.120 Da. For the total energy, the calculation gives -417.082881 Ha.


What did the first record say?
Here is a 2-piece molecular cluster, C7H10O overall at a distorted geometry from the OMol25 dataset. Energies are from ωB97M-V with the def2-TZVPD basis set.

ORCA input file:
```
! RIJCOSX wB97M-V def2-TZVPD def2/J DEFGRID3
* xyz 0 1
C 0.38997 -1.45387 -1.85016
C 0.64849 -0.63784 -0.74508
C 1.33098 -1.90926 -0.91089
C 0.88879 0.95507 1.21011
C -1.50272 -0.87056 1.18696
C -0.50247 1.67497 -0.87648
C 0.15893 0.53160 -0.05351
O 2.00181 -2.72099 -0.30206
H -0.33591 -1.85781 -2.50539
H 0.36899 1.59785 1.90790
H 1.42412 -0.01756 1.44267
H 1.77987 1.63415 0.89407
H -1.30728 -1.78574 0.71334
H -2.54735 -0.36413 1.11645
H -1.01727 -0.66553 2.07681
H -1.01614 2.44450 -0.29112
H -1.20427 1.36243 -1.62862
H 0.44145 2.08273 -1.38498
*
```

The relative energy (zero: lowest compared OMol25 entry of this formula, charge and spin) comes out at 6.0376 eV. The HOMO-LUMO gap (spin up / spin down) comes out at 7.962 / 7.841 eV. The strongest force on any atom comes out at 3.9 eV/Å. As for the molar mass: 110.156 Da. For the total energy, the calculation gives -347.741307 Ha.


Question: The lowest strongest force on any atom belongs to which entry?
Answer: C32H23BF4NO7PSSn


Question: Look up the strongest force on any atom of the third one.
Answer: 8.7 eV/Å


Question: Number 3 is which compound?
Answer: C69H58O40S